Entry 1:
C34H38IN3P2S3TeZr | ωB97M-V with the def2-TZVPD basis set

Positions of all 83 atoms, in Å:
Zr1 -8.072 -3.206 15.741
C1 -4.740 -3.342 22.976
S1 -5.202 -5.084 23.150
C2 -6.126 -5.340 21.621
C3 -7.214 -4.262 21.423
C4 -8.292 -4.557 20.403
N1 -7.952 -4.226 18.997
P1 -8.020 -5.333 17.728
C5 -6.996 -6.730 18.243
C6 -5.604 -6.735 18.061
C7 -4.778 -7.650 18.726
C8 -5.354 -8.587 19.588
C9 -6.733 -8.658 19.759
C10 -7.526 -7.731 19.072
C11 -9.697 -6.054 17.671
C12 -9.876 -7.351 17.167
C13 -11.083 -8.045 17.341
C14 -12.151 -7.325 17.892
C15 -12.035 -6.016 18.318
C16 -10.786 -5.400 18.236
P2 -7.866 -2.648 18.438
C17 -8.628 -1.495 19.590
C18 -7.808 -0.645 20.271
C19 -8.347 0.253 21.178
C20 -9.715 0.299 21.399
C21 -10.544 -0.674 20.829
C22 -9.995 -1.511 19.869
C23 -6.096 -2.289 18.261
C24 -5.192 -3.285 18.660
C25 -3.863 -3.162 18.301
C26 -3.445 -2.130 17.506
C27 -4.337 -1.115 17.115
C28 -5.659 -1.152 17.531
H1 -3.974 -3.059 23.700
H2 -5.600 -2.657 23.093
H3 -4.306 -3.222 21.988
H4 -6.601 -6.287 21.754
H5 -5.475 -5.546 20.751
H6 -6.736 -3.278 21.171
H7 -7.661 -4.138 22.413
H8 -9.208 -3.996 20.697
H9 -8.569 -5.620 20.449
H10 -5.248 -6.008 17.386
H11 -3.719 -7.703 18.631
H12 -4.729 -9.300 20.094
H13 -7.174 -9.373 20.455
H14 -8.571 -7.751 19.230
H15 -9.053 -7.871 16.727
H16 -11.190 -9.068 17.057
H17 -13.105 -7.856 17.982
H18 -12.872 -5.538 18.786
H19 -10.633 -4.420 18.627
H20 -6.702 -0.727 20.139
H21 -7.692 0.917 21.725
H22 -10.144 0.929 22.104
H23 -11.581 -0.733 21.133
H24 -10.659 -2.225 19.436
H25 -5.493 -4.141 19.254
H26 -3.209 -3.993 18.572
H27 -2.443 -2.103 17.135
H28 -3.967 -0.345 16.451
H29 -6.409 -0.413 17.117
Te1 -5.551 -4.059 15.004
C29 -4.978 -3.782 13.011
C30 -4.948 -4.726 12.001
C31 -4.427 -4.239 10.796
C32 -4.002 -2.927 10.883
S2 -4.264 -2.305 12.410
H30 -5.314 -5.737 12.184
H31 -4.312 -4.805 9.916
H32 -3.422 -2.375 10.169
I1 -9.066 -0.619 14.893
C33 -7.410 -1.824 14.122
H33 -7.697 -2.014 13.093
H34 -6.572 -1.193 14.229
N2 -8.638 -4.558 12.156
C34 -9.739 -4.444 12.872
N3 -10.844 -4.268 12.185
S3 -9.837 -4.658 14.576
H35 -8.639 -4.503 11.141
H36 -7.774 -4.837 12.584
H37 -10.842 -4.224 11.155
H38 -11.751 -4.080 12.611

Calculated values
Largest force on an atom = 2.16 eV Å⁻¹
Charge = +2
Total energy = -3972.2496 Ha
ΔE to the lowest compared entry with this formula, charge and spin = 0.0 kcal per mole
Orbital gap = 6.0 eV

Table of Mulliken atomic charges, one value per atom, all in e: 0.159 -0.545 -0.070 -0.412 -0.403 -1.046 0.298 0.937 0.669 -0.344 -0.972 -0.462 -0.860 -0.518 0.923 -0.912 -0.894 -0.497 -0.670 -0.488 0.503 0.933 -0.417 -0.754 -0.665 -0.748 -0.355 1.111 -0.605 -0.817 -0.745 -0.668 -0.234 0.403 0.201 0.019 0.368 0.115 -0.209 0.797 0.400 0.563 0.352 0.507 0.432 0.437 0.373 0.692 0.528 0.359 0.494 0.274 0.342 0.427 0.468 0.434 0.472 0.178 0.473 0.474 0.502 0.487 0.147 0.367 -0.632 -0.611 -0.502 -0.061 0.530 0.448 0.431 0.032 -1.603 0.597 0.741 -0.280 0.820 -0.410 -0.574 0.232 0.088 0.219 0.223

---

Entry 2:
C12H20BNO24S4 | ωB97M-V with the def2-TZVPD basis set

Positions of all 62 atoms, in Å:
N1 0.312 0.987 -0.237
H1 0.881 1.860 -0.309
H2 -0.584 1.473 -0.309
H3 0.497 0.671 0.712
H4 0.565 0.401 -1.026
O1 -2.381 5.170 4.403
C1 -1.368 4.773 3.935
O2 -1.017 4.896 2.653
B1 0.339 4.331 2.498
O3 0.602 3.628 3.737
C2 -0.293 3.955 4.668
O4 -0.188 3.682 5.817
O5 0.469 3.438 1.313
C3 1.237 4.015 0.409
O6 1.464 3.563 -0.682
C4 1.888 5.247 1.048
O7 1.270 5.445 2.191
O8 2.715 5.940 0.542
C5 -1.325 -4.222 0.850
C6 -2.807 -4.019 0.423
O9 -2.816 -3.275 -0.779
S1 -1.301 -3.027 -1.356
O10 -0.782 -1.766 -0.948
O11 -1.211 -3.438 -2.723
O12 -0.617 -4.109 -0.392
H5 -1.206 -5.249 1.176
H6 -0.958 -3.464 1.537
H7 -3.323 -3.577 1.274
H8 -3.244 -4.973 0.123
C7 3.232 -2.875 3.198
C8 4.590 -2.165 3.164
O13 4.574 -1.410 1.922
S2 3.273 -1.730 0.976
O14 3.672 -2.248 -0.297
O15 2.280 -0.687 0.992
O16 2.839 -2.975 1.869
H9 2.483 -2.268 3.729
H10 3.188 -3.817 3.744
H11 5.424 -2.833 2.951
H12 4.748 -1.588 4.070
C9 -5.306 1.800 -1.811
C10 -5.390 0.250 -2.019
O17 -4.263 -0.290 -1.336
S3 -3.238 0.866 -0.825
O18 -2.344 1.118 -1.927
O19 -2.719 0.603 0.481
O20 -4.414 2.010 -0.738
H13 -6.267 2.214 -1.511
H14 -4.943 2.347 -2.682
H15 -5.262 0.036 -3.080
H16 -6.298 -0.230 -1.667
C11 2.402 -1.450 -4.432
C12 1.198 -1.493 -3.532
O21 1.176 -0.251 -2.820
S4 2.692 0.435 -2.919
O22 3.224 0.762 -1.633
O23 2.675 1.477 -3.908
O24 3.374 -0.869 -3.550
H17 2.289 -0.713 -5.234
H18 2.743 -2.377 -4.880
H19 1.270 -2.278 -2.778
H20 0.280 -1.728 -4.067

Calculated values
Largest force on an atom = 2.59 eV Å⁻¹
Charge = 0
Total energy = -3947.4941 Ha
ΔE to the lowest compared entry with this formula, charge and spin = 17.9 kcal per mole
Orbital gap = 9.0 eV

Table of Mulliken atomic charges, one value per atom, all in e: 0.445 0.032 0.241 0.379 0.219 -0.564 0.554 -0.437 0.858 -0.384 0.598 -0.572 -0.492 0.884 -0.705 0.262 -0.559 -0.574 -0.370 -0.305 -0.329 0.898 -0.125 -0.608 -0.338 0.323 0.273 0.300 0.309 -0.379 -0.320 -0.369 1.091 -0.580 -0.373 -0.317 0.290 0.327 0.289 0.297 -0.409 -0.282 -0.283 1.363 -0.548 -0.556 -0.367 0.303 0.289 0.267 0.295 -0.582 -0.264 -0.389 1.260 -0.538 -0.606 -0.335 0.355 0.330 0.151 0.377

---

Entry 3:
C14H25N3O8 | ωB97M-V with the def2-TZVPD basis set

Positions of all 50 atoms, in Å:
O1 3.867 -2.742 0.808
C1 2.710 -2.117 1.153
C2 1.291 -2.980 1.329
C3 0.301 -1.923 1.669
C4 -1.251 -2.359 1.980
O2 -2.087 -2.571 0.787
O3 -2.949 -1.567 0.826
C5 1.053 -0.467 1.693
O4 0.463 0.727 1.954
O5 2.509 -0.662 1.419
H1 1.156 -4.143 1.244
H2 -1.706 -1.540 2.717
H3 -1.239 -3.378 2.592
H4 -2.348 -0.751 0.701
C6 -1.066 -2.100 -3.687
N1 -0.190 -3.125 -3.159
C7 0.999 -3.481 -3.906
C8 -0.453 -3.770 -1.970
O6 0.242 -4.644 -1.467
H5 -1.429 -2.417 -4.669
H6 -0.500 -1.169 -3.786
H7 -1.920 -1.933 -3.025
H8 0.956 -4.545 -4.159
H9 1.879 -3.304 -3.281
H10 1.072 -2.888 -4.821
H11 -1.381 -3.423 -1.487
C9 1.223 3.042 -4.669
N2 0.911 2.203 -3.531
C10 1.997 1.587 -2.798
C11 -0.387 1.975 -3.125
O7 -0.722 1.279 -2.175
H12 1.765 2.446 -5.409
H13 1.849 3.873 -4.335
H14 0.312 3.440 -5.126
H15 1.874 0.500 -2.826
H16 1.958 1.920 -1.757
H17 2.961 1.859 -3.236
H18 -1.132 2.491 -3.752
C12 -1.966 4.021 4.705
N3 -1.090 2.996 5.232
C13 0.099 2.640 4.486
C14 -1.353 2.351 6.421
O8 -0.658 1.478 6.925
H19 -2.329 3.705 3.723
H20 -1.400 4.952 4.606
H21 -2.820 4.188 5.367
H22 0.056 1.576 4.233
H23 0.979 2.818 5.111
H24 0.172 3.233 3.570
H25 -2.281 2.699 6.905

Calculated values
SMILES = O=C1C=C(COO)C(=O)O1.CN(C)C=O.CN(C)C=O.CN(C)C=O
Largest force on an atom = 9.78 eV Å⁻¹
Charge = 0
Total energy = -1314.3502 Ha
Orbital gap = 7.3 eV

Table of Mulliken atomic charges, one value per atom, all in e: -0.521 0.435 -0.316 0.745 -0.872 -0.054 -0.439 0.454 -0.507 -0.261 0.292 0.323 0.342 0.360 -0.811 0.130 -0.999 0.231 -0.645 0.351 0.195 0.309 0.322 0.298 0.379 0.253 -0.928 0.161 -0.842 0.036 -0.541 0.335 0.334 0.292 0.198 0.298 0.367 0.300 -0.886 0.156 -0.964 0.116 -0.579 0.304 0.323 0.303 0.268 0.312 0.375 0.265

---

Entry 4:
Cl2HN3 | ωB97M-V with the def2-TZVPD basis set

Positions of all 6 atoms, in Å:
N1 1.421 -0.669 0.035
N2 0.413 -1.188 -0.104
N3 -1.043 0.147 -0.533
Cl1 -2.369 -0.214 0.398
Cl2 -0.341 1.702 0.010
H1 1.920 0.223 0.195

Calculated values
Largest force on an atom = 2.13 eV Å⁻¹
Charge = 0
Total energy = -1085.0708 Ha
ΔE to the lowest compared entry with this formula, charge and spin = 25.4 kcal per mole
Orbital gap (spin up / spin down) = 8.1 / 8.1 eV

Table of Mulliken atomic charges, one value per atom, all in e: -0.058 0.096 -0.212 -0.033 -0.132 0.339

---

Entry 5:
C9H10N3 | ωB97M-V with the def2-TZVPD basis set

Positions of all 22 atoms, in Å:
C1 1.733 -1.761 -0.169
C2 2.854 -1.035 -0.077
C3 0.622 -0.788 0.050
C4 1.040 0.512 0.103
C5 -1.318 1.752 -0.113
C6 -1.778 -0.577 0.022
C7 -0.993 3.002 0.061
C8 3.216 1.354 0.144
C9 -3.075 -1.244 0.226
N1 -1.865 0.679 -0.245
N2 -0.660 -1.260 -0.006
N3 2.480 0.347 0.104
H1 1.666 -2.823 -0.076
H2 3.892 -1.402 -0.056
H3 -1.903 3.635 0.499
H4 0.069 3.274 0.261
H5 3.020 2.367 0.199
H6 4.273 1.162 0.101
H7 -3.922 -0.557 0.073
H8 -3.299 -1.635 1.237
H9 -3.059 -2.240 -0.249
H10 -0.709 -2.330 -0.031

Calculated values
Largest force on an atom = 3.66 eV Å⁻¹
Charge = +1
Total energy = -512.7638 Ha
ΔE to the lowest compared entry with this formula, charge and spin = 101.2 kcal per mole
Orbital gap = 7.2 eV

Table of Mulliken atomic charges, one value per atom, all in e: -0.744 -0.539 0.330 -0.392 0.961 0.638 -0.912 -0.060 -1.283 -0.240 -0.141 0.290 0.362 0.376 0.267 0.236 0.298 0.241 0.349 0.334 0.322 0.309

---

Entry 6:
C5H13PS | ωB97M-V with the def2-TZVPD basis set

Positions of all 20 atoms, in Å:
C1 1.713 1.528 -1.565
C2 1.154 -2.626 -0.031
C3 -1.872 1.047 0.825
C4 -0.201 -1.946 -0.164
C5 -1.033 1.657 -0.195
P1 0.654 0.844 -0.418
S1 1.234 1.308 1.572
H1 1.137 1.844 -2.415
H2 2.655 1.042 -1.507
H3 1.931 -2.213 -0.661
H4 1.420 -2.728 0.985
H5 0.894 -3.706 -0.296
H6 -2.720 1.751 0.681
H7 -2.157 0.056 0.681
H8 -1.382 1.216 1.871
H9 -0.713 -1.996 0.734
H10 -0.680 -1.907 -1.212
H11 -0.874 2.692 0.178
H12 -1.655 1.733 -1.179
H13 0.497 0.405 2.115

Calculated values
Largest force on an atom = 3.82 eV Å⁻¹
Charge = 0
Total energy = -937.6676 Ha
ΔE to the lowest compared entry with this formula, charge and spin = 131.2 kcal per mole
Orbital gap (spin up / spin down) = 7.2 / 7.7 eV

Table of Mulliken atomic charges, one value per atom, all in e: -0.947 -0.919 -1.081 -0.737 -0.458 0.435 -0.300 0.320 0.287 0.264 0.303 0.325 0.359 0.264 0.277 0.441 0.316 0.341 0.397 0.112

---

- What is the formula in the fourth record?
  Cl2HN3

---

- Which value of largest force on an atom does entry 1 give?
  2.16 eV Å⁻¹

---

- Number 6 is which compound?
  C5H13PS

---

Repeat the fourth record exactly.
Cl2HN3 | ωB97M-V with the def2-TZVPD basis set

Positions of all 6 atoms, in Å:
N1 1.421 -0.669 0.035
N2 0.413 -1.188 -0.104
N3 -1.043 0.147 -0.533
Cl1 -2.369 -0.214 0.398
Cl2 -0.341 1.702 0.010
H1 1.920 0.223 0.195

Calculated values
Largest force on an atom = 2.13 eV Å⁻¹
Charge = 0
Total energy = -1085.0708 Ha
ΔE to the lowest compared entry with this formula, charge and spin = 25.4 kcal per mole
Orbital gap (spin up / spin down) = 8.1 / 8.1 eV

Table of Mulliken atomic charges, one value per atom, all in e: -0.058 0.096 -0.212 -0.033 -0.132 0.339